Computed, not measured: a structure of composition C4H7NO, with ωB97M-V/def2-TZVPD.

```
! RIJCOSX wB97M-V def2-TZVPD def2/J DEFGRID3
* xyz 0 1
O 0.05 1.95 -0.41
C 0.00 0.60 -0.13
C 0.67 -0.63 -0.80
N 0.03 -1.22 0.43
C 0.56 -0.01 1.16
C -1.18 -0.35 0.08
H -0.28 2.12 -1.30
H 0.24 -1.15 -1.66
H 1.77 -0.61 -0.84
H 0.06 0.19 2.10
H 1.65 -0.05 1.26
H -1.73 -0.67 -0.81
H -1.85 -0.17 0.93
*
```

Calculated values
* LUMO: 0.0279 Eh
* energy relative to the best compared isomer or geometry (same formula, charge and spin): 82.0 kcal per mole
* F_max: 0.70 eV/Å
* orbital gap: 0.3813 hartree
* electronic energy: -286.50102 hartree


Computed, not measured: a structure of composition C4H7NO, with ωB97M-V/def2-TZVPD.

```
! RIJCOSX wB97M-V def2-TZVPD def2/J DEFGRID3
* xyz 0 1
C 2.09 0.12 0.31
N 1.24 -0.17 -0.81
C 0.06 0.17 -0.63
C -1.09 -0.76 -0.48
C -1.80 0.47 0.10
O -0.54 1.20 0.08
H 1.91 1.07 0.83
H 3.11 -0.03 -0.02
H 1.78 -0.67 1.02
H -0.66 -1.37 0.34
H -1.39 -1.38 -1.31
H -2.53 0.95 -0.55
H -2.16 0.38 1.12
*
```

Calculated values
* LUMO: 0.0364 Eh
* energy relative to the best compared isomer or geometry (same formula, charge and spin): 71.3 kcal per mole
* F_max: 0.77 eV/Å
* orbital gap: 0.3593 hartree
* electronic energy: -286.51799 hartree


Computed, not measured: a cluster of 3 separate species, C4H7NO in total, with ωB97M-V/def2-TZVPD.

```
! RIJCOSX wB97M-V def2-TZVPD def2/J DEFGRID3
* xyz 0 1
C 1.86 0.20 0.27
O 0.70 -0.37 0.68
C -0.39 -0.06 -0.07
C -1.58 -0.96 0.23
C -0.69 1.36 -0.21
N -0.90 2.49 -0.38
H 1.87 1.30 0.22
H 1.60 -0.06 -1.16
H 2.70 -0.25 0.83
H 0.54 -0.17 -1.44
H -1.27 -2.00 0.15
H -2.02 -0.80 1.23
H -2.37 -0.77 -0.50
*
```

Calculated values
* LUMO: 0.0102 Eh
* energy relative to the best compared isomer or geometry (same formula, charge and spin): 108.8 kcal per mole
* F_max: 2.05 eV/Å
* orbital gap: 0.3661 hartree
* electronic energy: -286.45826 hartree


Computed, not measured: the molecule C4H7NO, with ωB97M-V/def2-TZVPD.

```
! RIJCOSX wB97M-V def2-TZVPD def2/J DEFGRID3
* xyz 0 1
C -1.74 -0.47 0.37
C -0.33 -0.49 -0.17
C -0.02 0.18 -1.47
N 0.48 0.69 0.20
C 1.85 0.57 0.49
O 2.40 -0.47 0.77
H -1.76 -0.56 1.46
H -2.30 -1.31 -0.06
H -2.25 0.45 0.07
H 0.24 -1.38 0.09
H 0.93 -0.23 -1.85
H 0.14 1.49 -0.38
H 2.36 1.54 0.46
*
```

Calculated values
* LUMO: 0.0193 Eh
* energy relative to the best compared isomer or geometry (same formula, charge and spin): 102.5 kcal per mole
* F_max: 0.84 eV/Å
* orbital gap: 0.3447 hartree
* electronic energy: -286.46829 hartree


Computed, not measured: a cluster of 2 separate species, C4H7NO in total, with ωB97M-V/def2-TZVPD.

```
! RIJCOSX wB97M-V def2-TZVPD def2/J DEFGRID3
* xyz 0 1
C -1.82 -2.22 0.26
C -2.95 0.06 0.00
C 1.79 -1.17 -0.22
C -1.98 1.18 0.22
N -2.34 -1.18 0.12
O -4.12 0.15 -0.26
H 1.52 -1.47 -1.22
H 2.09 -0.13 -0.22
H 0.93 -1.30 0.44
H -1.28 0.92 1.00
H -2.52 2.09 0.46
H -1.42 1.34 -0.70
H 2.60 -1.78 0.14
*
```

Calculated values
* LUMO: 0.0012 Eh
* energy relative to the best compared isomer or geometry (same formula, charge and spin): 46.4 kcal per mole
* F_max: 0.97 eV/Å
* orbital gap: 0.4165 hartree
* electronic energy: -286.55775 hartree


Computed, not measured: the molecule C4H7NO, with ωB97M-V/def2-TZVPD.

```
! RIJCOSX wB97M-V def2-TZVPD def2/J DEFGRID3
* xyz 0 1
C 1.67 0.37 -0.44
N 0.58 0.39 0.49
C -0.66 1.02 0.40
C -0.46 -0.55 0.69
C -1.32 -1.26 -0.28
O -2.02 -2.20 0.03
H 2.23 1.30 -0.29
H 1.41 0.26 -1.50
H 2.31 -0.47 -0.13
H -1.04 1.59 1.24
H -0.96 1.45 -0.58
H -0.37 -1.09 1.65
H -1.38 -0.79 -1.28
*
```

Calculated values
* SMILES: CN1C[C@H]1C=O
* LUMO: 0.0345 Eh
* energy relative to the best compared isomer or geometry (same formula, charge and spin): 71.2 kcal per mole
* F_max: 1.03 eV/Å
* orbital gap: 0.3680 hartree
* electronic energy: -286.51817 hartree


Computed, not measured: the molecule C4H7NO, with ωB97M-V/def2-TZVPD.

```
! RIJCOSX wB97M-V def2-TZVPD def2/J DEFGRID3
* xyz 0 1
O -0.63 2.13 -0.71
C -0.15 1.08 -0.35
C 1.30 0.50 0.34
C 0.54 -0.14 -0.82
C -0.50 -1.07 -0.19
N -1.14 -0.03 0.65
H 1.68 -0.26 1.06
H 2.07 1.22 0.12
H 0.96 -0.31 -1.80
H -0.13 -1.90 0.41
H -1.22 -1.42 -0.93
H -0.63 0.16 1.50
H -2.15 0.03 0.74
*
```

Calculated values
* SMILES: [O-][C@]12C[C@H]1C[NH2+]2
* LUMO: 0.0283 Eh
* energy relative to the best compared isomer or geometry (same formula, charge and spin): 92.3 kcal per mole
* F_max: 0.99 eV/Å
* orbital gap: 0.3196 hartree
* electronic energy: -286.48451 hartree


Computed, not measured: the molecule C4H7NO, with ωB97M-V/def2-TZVPD.

```
! RIJCOSX wB97M-V def2-TZVPD def2/J DEFGRID3
* xyz 0 1
C 1.41 -0.62 -0.08
C 0.00 -0.08 -0.06
C -1.06 -0.95 0.52
O -2.23 -0.88 0.21
C -0.27 1.38 0.10
N -0.40 0.75 -1.19
H 1.55 -1.29 -0.94
H 2.13 0.19 -0.17
H 1.63 -1.18 0.84
H -0.72 -1.67 1.30
H -1.18 1.68 0.63
H 0.58 2.04 0.23
H -1.38 0.56 -1.39
*
```

Calculated values
* SMILES: C[C@@]1(C=O)CN1
* LUMO: 0.0337 Eh
* energy relative to the best compared isomer or geometry (same formula, charge and spin): 42.1 kcal per mole
* F_max: 0.49 eV/Å
* orbital gap: 0.3992 hartree
* electronic energy: -286.56451 hartree


Computed, not measured: a cluster of 2 separate species, C4H7NO in total, with ωB97M-V/def2-TZVPD.

```
! RIJCOSX wB97M-V def2-TZVPD def2/J DEFGRID3
* xyz 0 1
O -1.10 1.04 -2.68
C 0.43 0.24 -0.47
C 0.85 0.88 0.85
C 0.75 -0.58 1.06
N -0.64 -0.92 1.34
C -0.43 -0.80 -0.08
H -1.63 1.41 -1.96
H -0.26 0.84 -2.23
H 0.10 1.41 1.44
H 1.82 1.36 0.81
H 1.55 -1.31 1.12
H -0.75 -1.90 1.58
H -0.69 -1.63 -0.74
*
```

Calculated values
* LUMO: 0.0260 Eh
* energy relative to the best compared isomer or geometry (same formula, charge and spin): 122.6 kcal per mole
* F_max: 0.57 eV/Å
* orbital gap: 0.3415 hartree
* electronic energy: -286.43627 hartree


Computed, not measured: a cluster of 2 separate species, C4H7NO in total, with ωB97M-V/def2-TZVPD.

```
! RIJCOSX wB97M-V def2-TZVPD def2/J DEFGRID3
* xyz 0 1
C -2.17 -0.42 1.05
C -1.65 0.61 0.43
N -1.21 1.62 -0.12
H -1.76 -0.75 2.00
H -3.01 -0.95 0.61
H -0.45 1.40 -0.76
C 0.98 -0.75 -1.21
C 1.71 0.02 -0.41
O 1.59 -0.02 0.94
H 0.25 -1.44 -0.79
H 1.11 -0.70 -2.28
H 2.45 0.72 -0.80
H 2.15 0.66 1.34
*
```

Calculated values
* SMILES: C=C=N.C=CO
* LUMO: 0.0264 Eh
* energy relative to the best compared isomer or geometry (same formula, charge and spin): 66.6 kcal per mole
* F_max: 0.69 eV/Å
* orbital gap: 0.3537 hartree
* electronic energy: -286.52555 hartree


Computed, not measured: the molecule C4H7NO, with ωB97M-V/def2-TZVPD.

```
! RIJCOSX wB97M-V def2-TZVPD def2/J DEFGRID3
* xyz 0 1
C 1.43 -0.96 -0.14
C 0.17 -0.40 0.32
C 0.14 1.15 0.26
N -0.55 0.33 -0.74
C -1.91 0.12 -0.33
O -2.05 -1.11 0.18
H 2.45 -1.00 0.32
H 1.12 -1.90 -0.72
H 1.47 -0.14 -1.14
H -0.48 -0.60 1.21
H -0.20 1.77 1.10
H 1.06 1.83 -0.11
H -2.65 0.93 -0.20
*
```

Calculated values
* SMILES: C[C@H]1CN1C=O
* LUMO: 0.0146 Eh
* energy relative to the best compared isomer or geometry (same formula, charge and spin): 121.5 kcal per mole
* F_max: 7.67 eV/Å
* orbital gap: 0.3600 hartree
* electronic energy: -286.43795 hartree


Computed, not measured: the molecule C4H7NO, with ωB97M-V/def2-TZVPD.

```
! RIJCOSX wB97M-V def2-TZVPD def2/J DEFGRID3
* xyz 0 1
C -0.16 -1.38 -1.20
O 0.40 -0.09 -1.36
C 0.84 0.49 -0.15
C -0.33 1.18 0.60
C -0.60 0.58 1.91
N -0.78 0.08 2.94
H 0.62 -2.12 -0.98
H -0.91 -1.41 -0.39
H -0.64 -1.64 -2.14
H 1.33 -0.26 0.49
H 1.59 1.24 -0.42
H -1.21 1.08 -0.04
H -0.14 2.25 0.73
*
```

Calculated values
* SMILES: COCCC#N
* LUMO: 0.0307 Eh
* energy relative to the best compared isomer or geometry (same formula, charge and spin): 37.3 kcal per mole
* F_max: 1.19 eV/Å
* orbital gap: 0.4127 hartree
* electronic energy: -286.57217 hartree


Computed, not measured: a structure of composition C4H7NO, with ωB97M-V/def2-TZVPD.

```
! RIJCOSX wB97M-V def2-TZVPD def2/J DEFGRID3
* xyz 0 1
C -1.27 -0.13 0.54
C -0.42 -0.86 -0.44
C 0.34 0.02 -1.34
N 1.06 -0.47 -0.21
C 1.33 0.42 0.86
O 1.95 1.42 0.58
H -0.22 0.67 1.12
H -1.88 -0.79 1.18
H -1.81 0.74 0.20
H -0.49 -1.94 -0.56
H 0.70 -0.34 -2.30
H 0.04 1.07 -1.32
H 1.40 -0.09 1.84
*
```

Calculated values
* LUMO: 0.0072 Eh
* energy relative to the best compared isomer or geometry (same formula, charge and spin): 96.0 kcal per mole
* F_max: 4.70 eV/Å
* orbital gap: 0.3655 hartree
* electronic energy: -286.47871 hartree


Computed, not measured: a structure of composition C4H7NO, with ωB97M-V/def2-TZVPD.

```
! RIJCOSX wB97M-V def2-TZVPD def2/J DEFGRID3
* xyz 0 1
O -0.86 -0.65 1.44
C -0.30 0.14 0.35
C -1.13 1.08 1.10
N 1.00 -0.38 -1.26
C 1.21 0.01 0.15
C -0.48 -0.32 -1.10
H -1.74 -0.97 1.17
H 1.33 0.32 -1.91
H -0.48 1.49 1.89
H 1.67 -0.79 0.74
H 1.77 0.94 0.31
H -1.01 0.40 -1.73
H -0.94 -1.31 -1.22
*
```

Calculated values
* LUMO: 0.0293 Eh
* energy relative to the best compared isomer or geometry (same formula, charge and spin): 132.5 kcal per mole
* F_max: 0.26 eV/Å
* orbital gap: 0.3414 hartree
* electronic energy: -286.42056 hartree


Computed, not measured: the molecule C4H7NO, with ωB97M-V/def2-TZVPD.

```
! RIJCOSX wB97M-V def2-TZVPD def2/J DEFGRID3
* xyz 0 1
O 2.20 -0.74 -0.15
N 1.51 0.47 -0.12
C 0.25 0.30 -0.14
C -0.41 -1.06 -0.20
C -1.62 -1.42 0.53
C -0.62 1.52 -0.12
H 3.12 -0.46 -0.11
H -0.34 -1.50 -1.21
H 0.19 -1.79 0.41
H -1.31 1.51 -0.97
H -1.67 -0.70 1.39
H 0.00 2.42 -0.18
H -1.22 1.56 0.79
*
```

Calculated values
* LUMO: -0.0050 Eh
* energy relative to the best compared isomer or geometry (same formula, charge and spin): 140.7 kcal per mole
* F_max: 0.66 eV/Å
* orbital gap: 0.3210 hartree
* electronic energy: -286.40737 hartree


Computed, not measured: a structure of composition C4H7NO, with ωB97M-V/def2-TZVPD.

```
! RIJCOSX wB97M-V def2-TZVPD def2/J DEFGRID3
* xyz 0 1
C 2.26 0.25 0.75
N 1.26 -0.71 0.27
C 0.07 -0.32 0.24
C -1.27 -0.83 -0.25
C -1.81 0.40 0.49
O -0.46 0.89 0.68
H 1.84 1.25 0.93
H 3.05 0.34 0.00
H 2.73 -0.10 1.68
H -1.61 -1.82 0.05
H -1.35 -0.72 -1.34
H -2.43 1.10 -0.06
H -2.27 0.18 1.46
*
```

Calculated values
* LUMO: 0.0370 Eh
* energy relative to the best compared isomer or geometry (same formula, charge and spin): 42.6 kcal per mole
* F_max: 0.60 eV/Å
* orbital gap: 0.3890 hartree
* electronic energy: -286.56378 hartree


Computed, not measured: the molecule C4H7NO, with ωB97M-V/def2-TZVPD.

```
! RIJCOSX wB97M-V def2-TZVPD def2/J DEFGRID3
* xyz 0 3
C -1.37 -0.12 0.95
C -0.30 -0.59 0.38
C 0.53 -1.80 0.60
C 0.15 1.70 -0.55
N 0.02 0.22 -0.73
O -0.24 -0.08 -1.92
H -1.78 0.87 0.82
H 0.03 -2.29 1.48
H 0.73 -2.45 -0.29
H 1.65 -1.57 0.67
H -0.41 2.17 -1.33
H -0.30 1.90 0.41
H 1.29 2.03 -0.50
*
```

Calculated values
* LUMO (spin up / spin down): 0.0346 / -0.0391 Eh
* energy relative to the best compared isomer or geometry (same formula, charge and spin): 30.7 kcal per mole
* F_max: 3.93 eV/Å
* orbital gap (spin up / spin down): 0.3210 / 0.3183 hartree
* electronic energy: -286.36929 hartree


Computed, not measured: a cluster of 2 separate species, C4H7NO in total, with ωB97M-V/def2-TZVPD.

```
! RIJCOSX wB97M-V def2-TZVPD def2/J DEFGRID3
* xyz 1 2
C -0.03 0.51 -1.06
C 0.87 -0.25 -0.24
N 0.31 -1.44 0.03
C -0.91 -1.50 -0.67
C -1.05 -0.34 -1.43
H 0.29 1.43 -1.49
H 1.73 0.01 0.36
H 0.41 -1.93 0.91
H -1.47 -2.38 -0.41
H -1.70 0.03 -2.18
H 0.97 2.13 2.68
H -0.20 1.88 1.73
O 0.78 1.85 1.76
*
```

Calculated values
* LUMO (spin up / spin down): -0.1421 / -0.2796 Eh
* energy relative to the best compared isomer or geometry (same formula, charge and spin): 9.2 kcal per mole
* F_max: 2.05 eV/Å
* orbital gap (spin up / spin down): 0.4128 / 0.2903 hartree
* electronic energy: -286.29072 hartree


Computed, not measured: a cluster of 2 separate species, C4H7NO2 in total, with ωB97M-V/def2-TZVPD.

```
! RIJCOSX wB97M-V def2-TZVPD def2/J DEFGRID3
* xyz 0 1
O -2.50 -1.51 -0.30
C -1.53 -1.09 -0.81
N -0.51 -0.84 -1.43
C 0.28 0.35 -1.48
C -0.27 1.46 -0.60
O -1.28 1.35 0.04
H 1.31 0.14 -1.16
H 0.35 0.72 -2.51
H 0.32 2.40 -0.59
C 0.77 -0.60 1.77
H 1.14 -1.24 2.57
H -0.24 -0.26 2.01
H 1.43 0.27 1.66
H 0.74 -1.17 0.83
*
```

Calculated values
* SMILES: O=C=NCC=O.C
* LUMO: 0.0276 Eh
* energy relative to the best compared isomer or geometry (same formula, charge and spin): 29.1 kcal per mole
* F_max: 0.83 eV/Å
* orbital gap: 0.4125 hartree
* electronic energy: -361.83442 hartree


Computed, not measured: the molecule C4H7NO2, with ωB97M-V/def2-TZVPD.

```
! RIJCOSX wB97M-V def2-TZVPD def2/J DEFGRID3
* xyz 0 1
O -0.61 -0.30 1.59
C 0.20 0.52 0.78
C -0.52 1.05 -0.49
N -1.26 -0.09 -1.04
C -0.68 -1.20 -0.89
O 0.62 -1.42 -0.59
C 1.28 -0.34 0.08
H -1.53 0.02 1.55
H 0.66 1.33 1.37
H 0.30 1.45 -1.10
H -1.23 1.87 -0.37
H -1.24 -2.14 -0.88
H 1.75 0.34 -0.64
H 2.10 -0.78 0.65
*
```

Calculated values
* SMILES: O[C@@H]1CN=COC1
* LUMO: 0.0310 Eh
* energy relative to the best compared isomer or geometry (same formula, charge and spin): 48.6 kcal per mole
* F_max: 0.72 eV/Å
* orbital gap: 0.3808 hartree
* electronic energy: -361.80342 hartree